{
  "formula": "C4H16OP",
  "method": "the ωB97M-V functional and the def2-TZVPD basis",
  "symbols": ["C", "C", "C", "C", "P", "H", "H", "H", "H", "H", "H", "H", "H", "H", "H", "H", "H", "H", "O", "H", "H", "H"],
  "xyz": [[1.835, 0.339, -0.569], [0.877, -0.527, 0.270], [-0.400, -0.945, -0.459], [-0.157, -1.786, -1.710], [-1.528, 0.602, -0.812], [2.873, 0.038, -0.422], [1.767, 1.402, -0.333], [1.644, 0.241, -1.638], [0.570, 0.063, 1.144], [1.395, -1.408, 0.656], [-1.011, -1.528, 0.243], [-0.376, -2.841, -1.555], [-0.775, -1.455, -2.553], [0.875, -1.718, -2.056], [-0.798, 1.344, 0.195], [-1.238, 0.528, -2.212], [-2.681, -0.056, -0.314], [-2.317, 1.797, -1.043], [-0.128, 1.425, 3.188], [-0.049, 2.367, 2.931], [-1.046, 1.168, 3.412], [0.527, 1.150, 3.862]],
  "homo_lumo_gap_ha": 0.209,
  "total_charge": 1,
  "spin_multiplicity": 1,
  "lumo_ev": -5.396
}



{
  "formula": "C8H21AlBBrCaCl3F4N3O11S",
  "method": "the ωB97M-V functional and the def2-TZVPD basis",
  "symbols": ["O", "N", "O", "C", "Br", "H", "C", "O", "H", "H", "H", "H", "Al", "C", "C", "C", "S", "O", "O", "C", "H", "H", "H", "H", "H", "H", "H", "H", "C", "O", "H", "H", "H", "H", "O", "Cl", "O", "O", "O", "B", "F", "F", "F", "F", "Ca", "Cl", "C", "O", "N", "N", "H", "H", "H", "H", "Cl"],
  "xyz": [[-3.554, -4.100, 0.139], [-3.143, -5.049, -0.427], [-2.753, -4.613, -1.696], [-1.714, -5.401, -2.305], [-1.010, -6.620, -0.904], [-0.873, -4.642, -2.578], [-2.198, -1.305, -2.231], [-2.547, -1.113, -0.888], [-1.702, -0.406, -2.599], [-1.503, -2.165, -2.312], [-3.092, -1.496, -2.829], [-2.983, -1.919, -0.580], [0.989, -6.090, -1.914], [-0.086, 3.536, -2.151], [0.182, 2.668, -0.919], [0.712, 1.322, -1.416], [1.524, 1.649, -2.977], [0.784, 0.977, -4.031], [2.952, 1.478, -2.816], [1.145, 3.390, -3.038], [-0.263, 4.577, -1.880], [-0.972, 3.168, -2.678], [0.930, 3.149, -0.293], [-0.715, 2.538, -0.314], [1.430, 0.889, -0.719], [-0.100, 0.616, -1.599], [0.973, 3.696, -4.069], [1.997, 3.930, -2.622], [3.223, -2.300, -1.277], [3.075, -2.220, -2.706], [3.267, -3.347, -0.988], [4.145, -1.804, -0.975], [2.370, -1.828, -0.784], [3.042, -1.278, -2.933], [-1.117, 4.413, 3.263], [-0.574, 5.103, 2.116], [0.113, 6.292, 2.553], [-1.638, 5.461, 1.213], [0.358, 4.229, 1.440], [-3.426, 7.108, 4.082], [-4.057, 7.754, 2.987], [-3.550, 7.910, 5.245], [-4.034, 5.845, 4.306], [-2.043, 6.916, 3.783], [0.169, -3.259, -3.068], [1.423, -4.553, 0.512], [2.096, -2.842, 4.319], [2.069, -1.950, 3.485], [2.297, -4.147, 3.986], [1.927, -2.606, 5.649], [2.323, -4.896, 4.651], [2.424, -4.352, 3.011], [1.776, -1.653, 5.929], [1.945, -3.322, 6.349], [-2.014, -7.342, -3.504]],
  "homo_lumo_gap_ha": 0.042,
  "spin_multiplicity": 1,
  "lumo_ev": -6.474
}



{
  "formula": "C3H9N3",
  "method": "the ωB97M-V functional and the def2-TZVPD basis",
  "symbols": ["C", "C", "C", "N", "N", "N", "H", "H", "H", "H", "H", "H", "H", "H", "H"],
  "xyz": [[0.998, -0.278, -1.195], [-0.490, 0.785, 1.391], [-0.362, 0.377, -1.147], [-1.635, -1.510, 1.526], [-1.511, -1.275, 0.325], [-0.949, 0.142, 0.171], [0.771, -1.359, -1.123], [1.592, -0.044, -2.030], [1.695, -0.010, -0.334], [-1.309, 1.270, 1.839], [-0.138, 0.119, 2.135], [0.128, 1.555, 0.935], [-0.664, 1.484, -1.308], [-1.060, -0.182, -1.860], [-1.734, -2.572, 1.469]],
  "smiles": "[H]/N=N/N(C)CC",
  "homo_lumo_gap_ha": 0.356,
  "de_lowest_kcal_mol": 79.5,
  "spin_multiplicity": 1,
  "lumo_ev": 1.194
}



{
  "formula": "C4H8N3O",
  "method": "the ωB97M-V functional and the def2-TZVPD basis",
  "symbols": ["C", "C", "C", "C", "N", "N", "N", "O", "H", "H", "H", "H", "H", "H", "H", "H"],
  "xyz": [[-1.944, 1.393, 2.100], [0.561, 1.708, 1.580], [1.015, -2.344, -2.621], [-0.968, 1.656, 1.175], [-0.843, -0.592, -0.217], [0.730, -1.597, -1.510], [-0.124, -1.182, -0.857], [-2.734, 1.056, 2.821], [0.673, 1.153, 2.490], [1.312, 1.292, 0.771], [0.960, 2.721, 1.916], [0.984, -3.554, -2.405], [2.139, -2.263, -2.780], [0.348, -2.010, -3.414], [-0.920, 0.294, 0.541], [-1.191, 2.268, 0.409]],
  "homo_lumo_gap_ha": 0.363,
  "total_charge": 1,
  "de_lowest_kcal_mol": 167.5,
  "spin_multiplicity": 1,
  "lumo_ev": -4.193
}



{
  "formula": "C2HBrClNO2",
  "method": "the ωB97M-V functional and the def2-TZVPD basis",
  "symbols": ["C", "C", "N", "O", "O", "Cl", "Br", "H"],
  "xyz": [[-1.658, 0.712, 0.119], [1.464, -0.700, -0.047], [0.210, -0.589, -0.119], [-0.336, 0.688, -0.087], [-2.288, 1.681, -0.031], [2.107, -2.238, -0.128], [2.675, 0.769, -0.115], [-2.174, -0.323, 0.408]],
  "smiles": "O=CO/N=C(/Cl)Br",
  "homo_lumo_gap_ha": 0.399,
  "de_lowest_kcal_mol": 4.8,
  "spin_multiplicity": 1,
  "lumo_ev": 0.191
}



{
  "formula": "CH4O3",
  "method": "the ωB97M-V functional and the def2-TZVPD basis",
  "symbols": ["C", "O", "O", "O", "H", "H", "H", "H"],
  "xyz": [[-0.184, -0.016, -0.371], [-0.901, -0.581, 0.808], [0.215, 1.289, -0.098], [0.887, -0.760, -0.499], [-0.879, -0.030, -1.210], [-1.820, -0.357, 0.942], [1.181, 1.253, 0.148], [1.501, -0.798, 0.280]],
  "smiles": "OC(O)O",
  "homo_lumo_gap_ha": 0.419,
  "de_lowest_kcal_mol": 23.0,
  "spin_multiplicity": 1,
  "lumo_ev": 0.632
}



{
  "formula": "C27H27F6N6O5RhS2Te",
  "method": "the ωB97M-V functional and the def2-TZVPD basis",
  "symbols": ["Rh", "F", "C", "F", "F", "S", "O", "O", "N", "S", "O", "O", "C", "F", "F", "F", "N", "C", "N", "N", "C", "N", "H", "H", "H", "H", "C", "C", "C", "C", "C", "C", "Te", "N", "C", "O", "C", "C", "C", "C", "C", "C", "C", "C", "C", "C", "C", "C", "C", "C", "C", "C", "H", "H", "H", "H", "H", "H", "H", "H", "H", "H", "H", "H", "H", "H", "H", "H", "H", "H", "H", "H", "H", "H", "H"],
  "xyz": [[-0.410, -0.529, 1.137], [2.896, 1.180, -2.440], [1.672, 0.973, -2.920], [1.269, 2.050, -3.579], [1.680, -0.074, -3.726], [0.557, 0.700, -1.484], [1.153, -0.382, -0.709], [0.513, 1.980, -0.804], [-0.790, 0.291, -2.154], [-2.162, 0.585, -1.432], [-3.212, -0.161, -2.032], [-2.042, 0.537, 0.039], [-2.545, 2.393, -1.761], [-3.809, 2.491, -2.142], [-2.364, 3.113, -0.659], [-1.756, 2.857, -2.721], [1.843, 5.298, 2.554], [1.496, 4.136, 1.989], [1.410, 4.055, 0.664], [1.262, 3.130, 2.822], [1.027, 1.930, 2.453], [0.824, 0.797, 2.271], [2.023, 6.125, 2.015], [1.929, 5.334, 3.554], [1.546, 4.871, 0.094], [0.983, 3.241, 0.227], [-0.633, -2.033, 9.640], [-0.508, -2.167, 8.148], [0.540, -1.567, 7.462], [0.696, -1.706, 6.082], [1.870, -1.073, 5.390], [-0.292, -2.434, 5.438], [-0.082, -2.556, 3.169], [0.206, -3.402, 1.190], [-0.646, -3.251, 0.156], [-1.044, -2.106, -0.181], [-1.082, -4.439, -0.594], [-0.698, -5.718, -0.196], [-1.156, -6.818, -0.899], [-1.987, -6.637, -1.998], [-2.364, -5.361, -2.398], [-1.915, -4.256, -1.696], [-2.053, -1.865, 2.803], [-2.906, -2.688, 2.054], [-4.161, -2.246, 1.701], [-4.579, -0.978, 2.100], [-3.758, -0.189, 2.875], [-2.480, -0.611, 3.266], [-1.720, 0.249, 4.239], [-1.335, -3.109, 6.055], [-2.346, -3.962, 5.346], [-1.425, -2.931, 7.435], [0.031, -1.262, 10.026], [-0.378, -2.973, 10.133], [-1.654, -1.781, 9.926], [1.273, -0.985, 8.008], [2.506, -0.572, 6.117], [1.560, -0.336, 4.645], [2.486, -1.813, 4.874], [-0.035, -5.846, 0.651], [-0.862, -7.814, -0.599], [-2.339, -7.499, -2.549], [-3.007, -5.231, -3.258], [-2.202, -3.255, -1.989], [-2.584, -3.676, 1.748], [-4.812, -2.880, 1.115], [-5.556, -0.615, 1.809], [-4.098, 0.785, 3.205], [-1.899, 1.304, 4.035], [-0.645, 0.085, 4.219], [-2.062, 0.036, 5.254], [-1.874, -4.677, 4.668], [-3.040, -3.356, 4.762], [-2.926, -4.529, 6.072], [-2.236, -3.421, 7.963]],
  "homo_lumo_gap_ha": [0.316, 0.244],
  "total_charge": 1,
  "de_lowest_kcal_mol": 0.0,
  "spin_multiplicity": 6,
  "lumo_ev": [-2.427, -5.041]
}